--- i ---
ORCA calculation (wB97M-V/def2-TZVPD) on one molecule with the formula C9H10N2O3.

The geometry in XYZ format:
```
24
Properties=species:S:1:pos:R:3:lowdin_charge:R:1
O 3.57163 -1.84566 0.17686 -0.076
N 2.40402 -2.43734 -0.10399 -0.025
C 1.45814 -1.69058 -0.43188 -0.095
C 1.48213 -0.17274 -0.23603 -0.153
N 2.63745 0.47470 0.05145 0.066
C 2.66012 1.80017 0.22495 -0.067
C 1.41712 2.53616 0.15729 -0.037
C 0.20272 1.88898 0.03966 0.024
C 0.29001 0.49566 -0.20715 -0.074
C -0.98899 -0.25612 -0.53762 -0.346
O -2.10251 0.60119 -0.45520 -0.065
C -3.23568 -0.12647 -0.10275 -0.154
C -2.58522 -1.25016 0.71522 -0.133
O -1.21064 -1.24280 0.40102 -0.055
H 3.39324 -0.81807 0.23470 0.043
H 0.51251 -2.15461 -0.78503 0.119
H 3.67480 2.22098 0.28011 0.120
H 1.48746 3.65337 0.28212 0.116
H -0.78932 2.28125 0.00909 0.113
H -0.91907 -0.68904 -1.56120 0.174
H -3.81754 -0.67263 -0.87798 0.130
H -3.90586 0.54093 0.38579 0.119
H -2.94498 -2.23381 0.55581 0.113
H -2.69155 -0.90334 1.78476 0.142
```

## Properties
Orbital gap   9.2 eV
HOMO   -8.894 eV
SMILES   O/N=C\c1ncccc1C1OCCO1


--- ii ---
ORCA calculation (wB97M-V/def2-TZVPD) on one molecule with the formula C9H10N2O3.

The geometry in XYZ format:
```
24
Properties=species:S:1:pos:R:3:lowdin_charge:R:1
O -0.73066 3.63966 0.83619 -0.050
N -1.63618 2.61517 0.51016 0.029
C -1.17786 1.43203 0.42276 -0.119
C 0.24977 1.15867 0.32627 -0.150
N 1.16404 2.11654 0.60868 0.092
C 2.45094 1.61304 0.29670 -0.097
C 2.83073 0.34571 -0.08649 -0.048
C 1.82681 -0.63863 -0.16372 -0.031
C 0.60989 -0.26362 0.07587 -0.080
C -0.55881 -1.25291 0.04170 -0.411
O 0.13129 -2.49672 -0.07638 -0.153
C -0.76980 -3.49483 -0.82642 -0.034
C -2.12164 -2.59771 -0.81559 -0.080
O -1.43519 -1.28962 -0.99187 -0.084
H 0.15734 3.30782 0.92158 -0.014
H -2.03797 0.80285 -0.03342 0.153
H 3.19801 2.37652 0.72014 0.132
H 3.91380 0.13560 -0.30013 0.124
H 2.00557 -1.71656 -0.25977 0.139
H -1.06540 -1.29955 1.02834 0.162
H -0.82628 -4.37610 -0.28207 0.084
H -0.37763 -3.50600 -1.85366 0.121
H -2.68412 -2.73150 0.24960 0.167
H -2.74202 -2.75212 -1.79242 0.149
```

## Properties
Orbital gap   9.1 eV
HOMO   -9.140 eV
SMILES   O/N=C\c1ncccc1C1OCCO1


Stability ranking, top and bottom: i is the most stable and ii is the least stable.


--- i ---
ORCA calculation (wB97M-V/def2-TZVPD) on C4H8N2O2S as an isolated structure.

The geometry in XYZ format:
```
17
Properties=species:S:1:pos:R:3:lowdin_charge:R:1
C -0.00296 -1.08498 -0.16918 -0.249
C 0.33289 1.20817 -0.95933 -0.256
C 1.03096 -0.06417 -0.50262 -0.387
C 1.93386 0.19798 0.69377 -0.047
N -1.61523 -0.33153 -0.66191 -0.350
N -2.59784 -0.96033 0.15138 -0.060
O -0.15398 -2.12574 0.37050 0.143
O -1.05844 1.29185 1.35074 -0.525
S -1.36857 1.27158 -0.10579 0.908
H 0.87518 2.16595 -0.60890 0.126
H -0.12665 1.09812 -2.01280 0.108
H 1.58748 -0.56541 -1.23012 0.129
H 2.33935 -0.78470 1.16718 0.129
H 1.23456 0.73057 1.40912 0.091
H 2.64516 0.90036 0.33491 0.066
H -2.16302 -1.17194 1.11988 0.112
H -2.89275 -1.77576 -0.34680 0.063
```

## Properties
Orbital gap   9.5 eV
HOMO   -8.880 eV


--- ii ---
ORCA calculation (wB97M-V/def2-TZVPD) on one molecule with the formula C4H8N2O2S.

The geometry in XYZ format:
```
17
Properties=species:S:1:pos:R:3:lowdin_charge:R:1
C -0.23544 -2.15980 -1.23680 -0.430
S 0.08919 -2.02983 0.51998 0.867
C -0.20697 -0.28581 0.93088 -0.592
C 0.89552 0.79253 0.81556 -0.040
N 2.16236 0.47673 0.19790 -0.369
O 3.11975 1.11256 0.58531 0.075
O 2.21112 -0.39137 -0.70151 0.024
N -0.50351 0.55096 -0.12394 -0.064
C -1.51108 1.51862 0.07713 -0.113
H -1.12895 -1.66508 -1.52726 0.007
H -0.43618 -3.19398 -1.71155 0.083
H 0.44887 -1.61320 -1.85750 0.013
H -0.73094 -0.19331 1.85383 0.090
H 0.94922 1.51656 1.59262 0.139
H -0.95911 2.50251 0.30812 0.107
H -2.09874 1.64166 -0.83454 0.084
H -2.06513 1.42024 1.11176 0.123
```

## Properties
Orbital gap   8.6 eV
HOMO   -8.758 eV
SMILES   CS[C@H]1[C@@H]([N+](=O)[O-])N1C


--- iii ---
ORCA calculation (wB97M-V/def2-TZVPD) on one molecule with the formula C4H8N2O2S.

The geometry in XYZ format:
```
17
Properties=species:S:1:pos:R:3:lowdin_charge:R:1
C -0.86677 0.86317 -0.20677 -0.187
C 0.37638 0.12811 0.12673 -0.695
C 1.39896 1.28254 0.60616 0.014
C 0.72397 -0.47021 -1.26894 -0.011
N -2.03642 0.42212 0.02605 -0.013
N 0.35670 -0.78034 1.18291 0.093
O -2.80940 -1.07712 1.89478 -0.294
O -2.11134 -2.10454 -0.30773 -0.319
S -1.98534 -1.11123 0.74796 0.754
H -0.82943 1.74882 -0.80398 0.128
H 0.93982 2.19099 0.16089 0.082
H 2.30453 0.96713 0.10471 0.073
H 1.51367 1.26074 1.63971 0.054
H 0.71557 0.43984 -1.95842 0.119
H 0.01175 -1.12842 -1.63477 0.050
H 1.68136 -0.92752 -1.11575 0.084
H 0.61600 -1.70409 0.80646 0.067
```

## Properties
Orbital gap (alpha / beta)   8.8 / 8.8 eV
HOMO (alpha / beta)   -9.704 / -9.698 eV


Stability ranking, top and bottom: i is the most stable and ii is the least stable.


--- i ---
ORCA calculation (wB97M-V/def2-TZVPD) on a 2-piece molecular cluster, C5H5NO2 overall.

The geometry in XYZ format:
```
13
Properties=species:S:1:pos:R:3:lowdin_charge:R:1
C 0.06283 -0.17340 0.36819 -0.685
C -0.49486 1.08499 0.91986 -0.162
C -0.83665 2.08190 0.11608 -0.042
C 0.26345 -0.02440 -1.22168 -0.168
C 1.19539 -0.89496 0.83377 -0.118
H -1.98513 -0.03379 -0.29376 0.391
H -1.09944 0.99716 1.95711 0.177
H -1.47546 3.10946 0.40497 0.125
H -0.29196 2.23354 -1.06931 0.153
H 1.44894 -0.11116 -1.83390 0.211
N 2.27242 -1.36983 1.03395 0.192
O -0.98751 -0.96365 0.40164 -0.080
O -0.71809 -0.16775 -1.96415 0.006
```

## Properties
Orbital gap   9.6 eV
HOMO   -10.234 eV


--- ii ---
ORCA calculation (wB97M-V/def2-TZVPD) on a 3-piece molecular cluster, C5H5NO2 overall.

The geometry in XYZ format:
```
13
Properties=species:S:1:pos:R:3:lowdin_charge:R:1
C -2.64472 -2.03214 1.78918 -0.276
C -1.36573 0.00630 -0.75773 0.022
C 3.68195 -0.99996 0.45920 -0.462
C -1.29188 1.43092 -0.26741 -0.066
C -0.00086 0.46698 -0.44784 -0.095
N -2.19459 -1.32625 0.98712 -0.085
O 3.18608 -1.94813 0.09272 0.235
O 4.19866 -0.03374 0.78134 0.220
H -1.49875 2.17437 -1.02409 0.093
H -1.54886 1.60076 0.83406 0.139
H 0.31421 0.18814 0.50684 0.077
H 0.79698 0.54636 -1.21210 0.119
H -1.63247 -0.07362 -1.74128 0.080
```

## Properties
Orbital gap (alpha / beta)   7.5 / 7.5 eV
HOMO (alpha / beta)   -9.639 / -9.640 eV


--- iii ---
ORCA calculation (wB97M-V/def2-TZVPD) on one molecule with the formula C5H5NO2.

The geometry in XYZ format:
```
13
Properties=species:S:1:pos:R:3:lowdin_charge:R:1
N 1.04681 2.35304 2.58949 0.147
C 1.21430 1.31064 1.87320 -0.056
C 0.74891 -0.00866 1.27587 -0.106
O -0.83058 0.08153 0.97979 0.009
C -0.74081 0.30275 -0.33915 -0.415
C -1.11875 -0.50667 -1.63392 -0.015
C 0.41293 -0.58312 -0.96446 -0.241
O 1.46535 -0.10163 -0.11238 -0.108
H 1.12247 -0.73503 1.87555 0.109
H -0.22306 1.37146 -0.92846 0.233
H -1.56288 -0.19141 -2.80810 0.156
H -1.60637 -1.71295 -1.33387 0.175
H 0.07169 -1.57995 -0.47357 0.112
```

## Properties
Orbital gap   9.2 eV
HOMO   -9.598 eV
SMILES   N#CC1O[C@@H]2C[C@H]2O1


Stability ranking, top and bottom: ii is the most stable and iii is the least stable.


--- i ---
ORCA calculation (wB97M-V/def2-TZVPD) on one molecule with the formula C3H5FOS.

The geometry in XYZ format:
```
11
Properties=species:S:1:pos:R:3:lowdin_charge:R:1
C -0.85552 -0.81811 -0.01822 -0.159
C -1.07522 0.56206 0.45566 -0.154
C 0.10994 0.22728 -0.45846 -0.354
O 2.59067 1.05842 -0.66799 -0.448
F 2.28891 -1.25658 0.34746 -0.389
S 1.81304 0.44810 0.34907 1.016
H -0.56125 -1.63988 0.50693 0.073
H -1.51250 -1.24798 -0.73266 0.101
H -1.97742 1.11521 0.23629 0.104
H -0.88897 0.83314 1.45689 0.077
H 0.06834 0.71833 -1.47498 0.133
```

## Properties
Orbital gap   10.7 eV
HOMO   -10.237 eV


--- ii ---
ORCA calculation (wB97M-V/def2-TZVPD) on one molecule with the formula C3H5FOS.

The geometry in XYZ format:
```
11
Properties=species:S:1:pos:R:3:lowdin_charge:R:1
O -0.72878 1.43603 0.10000 -0.015
C -0.02807 0.29355 -0.30420 -0.460
C 1.40684 0.49587 0.09270 -0.594
S 2.64732 -0.52602 -0.07213 0.714
C -0.63069 -0.97235 0.29545 -0.163
F -1.92789 -1.08922 -0.17745 -0.039
H -1.58784 1.41403 -0.34280 0.107
H -0.00828 0.14233 -1.38426 0.153
H 1.58859 1.52765 0.39823 0.066
H -0.66811 -0.87510 1.35971 0.124
H -0.06310 -1.84678 0.03475 0.107
```

## Properties
Orbital gap   8.6 eV
HOMO   -9.115 eV
SMILES   O[C@@H](C=S)CF


--- iii ---
ORCA calculation (wB97M-V/def2-TZVPD) on one molecule with the formula C3H5FOS.

The geometry in XYZ format:
```
11
Properties=species:S:1:pos:R:3:lowdin_charge:R:1
O 2.05449 -0.47194 -0.56251 0.041
C 1.21946 -0.85551 0.23050 -0.329
C 0.11420 -0.08045 0.71005 -0.675
S -0.12431 1.52055 0.05459 0.818
C -1.17694 -0.94272 0.42026 -0.249
F -1.62943 -0.64967 -0.81433 -0.051
H 1.41205 -1.87795 0.59086 0.137
H 0.29183 -0.03006 1.77342 0.116
H 0.39632 1.17859 -1.19836 -0.056
H -0.87214 -2.01334 0.46264 0.124
H -1.95052 -0.69143 1.16222 0.124
```

## Properties
Orbital gap   10.0 eV
HOMO   -9.372 eV
SMILES   O=C[C@@H](S)CF


Stability ranking, top and bottom: ii is the most stable and i is the least stable.


--- i ---
ORCA calculation (wB97M-V/def2-TZVPD) on a 2-piece molecular cluster, C4H12NO overall.

The geometry in XYZ format:
```
18
Properties=species:S:1:pos:R:3:lowdin_charge:R:1
C -1.48662 0.65772 -0.03616 -0.271
O -0.90910 0.36976 1.27739 -0.140
C -1.55474 2.14657 -0.37266 -0.097
H -0.75617 0.18483 -0.72459 0.097
H -2.50109 0.19730 -0.04971 0.120
H -1.05080 1.18895 1.79242 0.105
H -0.52137 2.62731 -0.30644 0.100
H -1.97099 2.27162 -1.37643 0.077
H -2.22044 2.67307 0.31264 0.066
C 1.64185 -0.96953 -0.44902 -0.370
C 1.55588 -2.08912 -1.22612 -0.174
N 1.30901 -1.04788 1.00553 0.093
H 1.86256 0.03330 -0.79795 0.065
H 1.87133 -2.01029 -2.31268 0.024
H 1.14696 -3.03197 -0.84380 -0.011
H 0.41046 -0.54871 1.22340 0.070
H 1.10507 -1.99148 1.33263 0.130
H 2.06820 -0.66146 1.55154 0.115
```

## Properties
Expectation value of S²   0.7536
2S+1   2
Orbital gap (alpha / beta)   3.6 / 8.2 eV
HOMO (alpha / beta)   -3.038 / -7.822 eV


--- ii ---
ORCA calculation (wB97M-V/def2-TZVPD) on one molecule with the formula C4H12NO.

The geometry in XYZ format:
```
18
Properties=species:S:1:pos:R:3:lowdin_charge:R:1
C -1.18313 -1.57496 0.51276 -0.112
C -0.56936 -0.20096 0.73334 -0.357
C -0.26831 0.46015 -0.72867 -0.424
C 0.80563 -0.18155 -1.67897 -0.062
O 0.16800 1.73547 -0.35533 -0.089
N 0.83422 -0.13133 1.42351 0.024
H -0.66844 -2.24846 -0.11491 0.039
H -1.24230 -2.15547 1.40032 0.046
H -2.23945 -1.47851 0.05659 0.118
H -1.39073 0.35258 1.28881 0.119
H -1.20511 0.48433 -1.23687 0.115
H 0.32673 0.03844 -2.69676 0.087
H 1.81522 0.37968 -1.78904 0.096
H 0.78389 -1.33024 -1.39284 0.101
H 0.85879 2.08226 -0.92496 0.085
H 0.43488 0.33283 2.47650 0.040
H 1.14501 -0.99949 1.86480 0.059
H 1.48896 0.56151 0.91570 0.116
```

## Properties
Expectation value of S²   0.7511
2S+1   2
Orbital gap (alpha / beta)   4.5 / 11.2 eV
HOMO (alpha / beta)   -3.724 / -10.695 eV


Stability ranking, top and bottom: i is the most stable and ii is the least stable.